(1)
The following is a DFT calculation (the ωB97M-V functional and the def2-TZVPD basis) of a molecular structure, C7H11P.

XYZ file:
```
19
Properties=species:S:1:pos:R:3:forces:R:3:lowdin_charge:R:1
P -1.80218 -1.61194 -0.24300 4.40 1.68 3.45 0.9110
C 1.48064 -2.35269 -0.19840 2.63 0.21 1.62 -0.1433
C -0.49296 0.83309 0.17545 -0.43 3.04 -0.08 -0.1652
C 1.98613 0.67878 0.35474 -0.52 -2.62 1.61 -0.0311
C -1.70090 0.31085 0.16325 -1.95 -1.56 -0.37 -0.4906
C 0.63004 -0.00893 0.18193 2.44 -0.43 -0.45 -0.4077
C 0.51304 -1.29292 -0.05101 -4.09 -0.72 -0.45 -0.2820
C -3.09466 0.97683 0.21073 3.80 0.73 1.00 -0.1051
H 2.00862 -2.24452 -1.16372 0.24 -0.04 0.57 0.0901
H -1.63678 -2.09118 1.28729 -0.49 0.72 -2.34 -0.0419
H 1.80578 1.58885 -0.15828 1.14 1.04 -0.40 0.0541
H 1.05019 -3.30664 -0.20168 -0.77 -1.40 -0.04 0.0351
H 2.21199 -2.37927 0.75164 -1.15 0.18 -2.24 0.1327
H 2.82400 -0.01858 0.10262 -0.60 1.11 -0.54 0.0835
H -3.09851 1.79382 -0.46160 -0.44 0.70 -0.99 0.0592
H -0.26876 1.96898 0.11510 -0.77 -1.79 0.46 0.1476
H 2.09459 0.76976 1.45455 0.06 0.76 -0.50 0.0930
H -3.59798 0.13715 -0.07423 -2.97 -1.23 -0.52 -0.0168
H -3.25300 1.38849 1.20153 -0.50 -0.40 0.21 0.0776
```
Forces are in eV/Å.

Values from the calculation:
E_tot   -16722.1743 eV
Charge   0
LUMO   0.7 eV
Relative energy (zero: lowest compared OMol25 entry of this formula, charge and spin)   47.60 kcal per mole
Maximum force   5.836 eV Å⁻¹
Orbital gap   8.81 eV
Spin multiplicity   1
HOMO energy   -8.12 eV


(2)
The following is a DFT calculation (the ωB97M-V functional and the def2-TZVPD basis) of a gas-phase ion, C7H12 (charge -1).

XYZ file:
```
19
Properties=species:S:1:pos:R:3:forces:R:3:lowdin_charge:R:1
C 0.53850 -0.61802 -0.79693 1.85 -1.95 0.98 -0.4055
C -1.66585 0.77465 1.51201 2.03 -3.84 -2.36 -0.0896
C 1.06608 -1.90274 -0.63670 0.41 0.61 1.11 -0.0614
C 1.59506 0.19801 1.27964 -1.03 2.29 1.65 -0.0592
C -0.09770 -0.25416 -2.10141 -1.91 -0.12 0.57 -0.1310
C -0.61773 1.09796 0.36496 0.68 2.41 1.48 -0.2290
C 0.65277 0.29726 0.32264 -2.40 -1.35 -3.07 -0.4083
H -0.31135 0.79116 -2.10254 -0.40 0.84 -0.03 0.0337
H 1.07848 -2.61216 -1.40571 -0.03 -0.91 -1.35 -0.0358
H 1.52335 -2.28097 0.30504 -0.54 0.61 -0.63 0.0089
H -0.12947 2.10726 0.57317 -1.43 -0.14 -0.07 0.0991
H -1.95974 1.63367 1.91545 -0.98 3.53 2.32 -0.0115
H -2.56914 0.37219 1.06854 -0.20 -0.42 -0.25 0.0465
H 2.30427 -0.52098 1.27016 2.22 -2.17 -0.43 -0.0398
H -1.07429 -0.78753 -2.25890 0.43 0.31 0.12 0.0745
H 0.39157 -0.34607 -3.04132 1.33 -0.79 -0.54 0.0433
H -1.17692 1.14742 -0.59617 0.70 0.01 0.90 0.0770
H -1.28521 0.00445 2.22879 -0.15 0.92 -0.41 0.0793
H 1.73731 0.89857 2.09926 -0.57 0.16 0.03 0.0087
```
Forces are in eV/Å.

Values from the calculation:
E_tot   -7450.2582 eV
<S²>   0.761
Charge   -1
LUMO (spin up / spin down)   4.3 / 4.2 eV
Relative energy (zero: lowest compared OMol25 entry of this formula, charge and spin)   28.17 kcal per mole
Maximum force   4.944 eV Å⁻¹
Orbital gap (spin up / spin down)   3.83 / 6.89 eV
Spin multiplicity   2
HOMO energy (spin up / spin down)   0.45 / -2.68 eV


(3)
The following is a DFT calculation (the ωB97M-V functional and the def2-TZVPD basis) of a single C7H12 molecule.

XYZ file:
```
19
Properties=species:S:1:pos:R:3:forces:R:3:lowdin_charge:R:1
C 0.04974 -0.70314 -0.42905 -2.31 4.20 0.41 -0.2288
C -0.55646 1.25261 0.72304 0.29 0.88 -0.34 -0.1259
C 0.79871 0.46526 0.36608 -1.28 -1.10 0.71 -0.3442
C 0.03056 -1.99713 0.23899 -2.45 -0.44 0.80 -0.1183
C -1.48452 0.31379 -0.00976 7.77 -0.98 -0.04 -0.2082
C 1.85721 1.04967 -0.58196 -3.07 3.72 1.91 -0.0907
C -2.69470 0.17565 -0.31478 -2.17 -1.12 -2.22 0.0062
H -0.29600 -1.79554 1.28512 0.81 -0.51 -0.38 0.0974
H 2.44657 0.24551 -0.75024 2.20 -2.20 -1.31 0.0268
H -2.78680 -0.48763 -1.14242 -0.84 -1.02 -0.29 0.0614
H -0.77221 -2.67006 -0.13666 0.69 0.24 -0.12 0.0893
H 0.43746 -0.67353 -1.47643 -0.86 -0.28 0.57 0.1216
H -3.51302 0.79028 -0.13553 -1.22 1.15 0.79 0.0451
H 1.31800 0.08773 1.33746 -0.80 0.52 -1.65 0.1514
H 2.38048 1.75585 0.09594 0.20 0.12 -1.14 0.0821
H -0.86141 1.22758 1.80702 0.75 0.62 -0.86 0.1131
H -0.60657 2.32420 0.23385 0.10 -1.87 1.31 0.1419
H 1.36738 1.55771 -1.49557 1.07 -0.90 1.38 0.1169
H 0.98651 -2.42140 0.10240 1.11 -1.01 0.46 0.0631
```
Forces are in eV/Å.

Values from the calculation:
E_tot   -7449.9924 eV
Charge   0
LUMO   1.1 eV
Relative energy (zero: lowest compared OMol25 entry of this formula, charge and spin)   79.30 kcal per mole
Maximum force   7.831 eV Å⁻¹
Orbital gap   10.13 eV
Spin multiplicity   1
HOMO energy   -8.98 eV